1.
Formula: C3H5NO2
Source: OMol25
Level of theory: ωB97M-V/def2-TZVPD

Energy = -8775.2514 eV
F_max = 0.02760 hartree/bohr
Molecular weight = 87.08 g/mol
SMILES = N#C[C@H](O)CO
HOMO-LUMO gap = 11.64 eV
Net charge = 0

Each line ends with the natural charge from an NBO analysis.
Element x y z (Å)
N 1.41 1.52 2.02  -0.294
C 0.76 0.74 1.48  0.249
C 0.36 -0.31 0.49  0.013
O 1.68 -0.35 -0.08  -0.727
C -0.84 0.19 -0.36  -0.086
O -1.34 -0.92 -1.09  -0.718
H -0.01 -1.21 1.05  0.215
H 1.95 -0.72 -0.93  0.506
H -0.44 0.98 -0.99  0.179
H -1.67 0.65 0.24  0.185
H -1.85 -0.58 -1.83  0.478

=====

2.
Formula: C3H5NO2
Source: OMol25
Level of theory: ωB97M-V/def2-TZVPD

Energy = -8776.9220 eV
F_max = 0.00941 hartree/bohr
Molecular weight = 87.08 g/mol
SMILES = O=CCNC=O
HOMO-LUMO gap = 11.01 eV
Net charge = 0

Each line ends with the natural charge from an NBO analysis.
Element x y z (Å)
O -1.21 1.18 -1.54  -0.527
C -1.55 0.65 -0.51  0.437
C -0.64 -0.27 0.28  -0.347
N 0.66 -0.32 -0.33  -0.619
C 1.78 -0.29 0.44  0.532
O 1.78 -0.40 1.65  -0.609
H -2.57 0.79 -0.10  0.123
H -0.54 0.07 1.32  0.255
H -1.12 -1.26 0.32  0.222
H 0.71 0.03 -1.28  0.416
H 2.70 -0.17 -0.16  0.117

=====

3.
Formula: C3H5NO2
Source: OMol25
Level of theory: ωB97M-V/def2-TZVPD

Energy = -8775.0046 eV
F_max = 0.05651 hartree/bohr
Molecular weight = 87.08 g/mol
SMILES = N=C1OCCO1
HOMO-LUMO gap = 11.25 eV
Net charge = 0

Each line ends with the natural charge from an NBO analysis.
Element x y z (Å)
N -0.05 -1.61 2.00  -0.761
C 0.04 -0.82 1.06  0.829
O 0.51 -1.19 -0.35  -0.531
C 0.52 -0.06 -1.21  -0.086
C 0.01 1.19 -0.29  -0.086
O -0.24 0.65 1.00  -0.529
H -0.23 -1.95 2.95  0.449
H -0.18 -0.16 -2.07  0.178
H 1.53 0.18 -1.59  0.178
H 0.82 1.95 -0.28  0.179
H -0.90 1.62 -0.75  0.180

=====

4.
Formula: C3H5NO2
Source: OMol25
Level of theory: ωB97M-V/def2-TZVPD

Energy = -8774.6790 eV
F_max = 0.08826 hartree/bohr
Molecular weight = 87.08 g/mol
SMILES = C=NOC(C)=O
HOMO-LUMO gap = 11.41 eV
Net charge = 0

Each line ends with the natural charge from an NBO analysis.
Element x y z (Å)
C 2.46 0.19 0.29  -0.113
N 1.62 -0.44 -0.33  -0.095
O 0.31 0.13 -0.24  -0.438
C -0.82 -0.64 -0.42  0.782
C -1.95 0.21 -0.02  -0.713
O -0.85 -1.74 -0.88  -0.546
H 2.29 1.11 0.82  0.187
H 3.51 -0.21 0.02  0.212
H -1.77 1.21 -0.26  0.245
H -1.86 0.33 1.17  0.235
H -2.95 -0.15 -0.15  0.244

=====

5.
Formula: C3H5NO2
Source: OMol25
Level of theory: ωB97M-V/def2-TZVPD

Energy = -8773.4508 eV
F_max = 0.06507 hartree/bohr
Molecular weight = 87.08 g/mol
SMILES = CO/C=C\N=O
HOMO-LUMO gap = 8.55 eV
Net charge = 0

Each line ends with the natural charge from an NBO analysis.
Element x y z (Å)
C 0.89 1.37 0.09  -0.261
O -0.52 1.32 -0.09  -0.467
C -1.15 0.10 -0.11  0.256
C -0.70 -1.16 0.00  -0.253
N 0.56 -1.53 0.20  0.059
O 0.81 -2.69 -0.15  -0.333
H 1.17 0.99 1.08  0.197
H 1.19 2.42 0.04  0.195
H 1.41 0.85 -0.71  0.196
H -2.20 0.28 -0.28  0.199
H -1.45 -1.96 -0.07  0.212

=====

6.
Formula: C3H5NO2
Source: OMol25
Level of theory: ωB97M-V/def2-TZVPD

Energy = -8773.7255 eV
F_max = 0.04616 hartree/bohr
Molecular weight = 87.08 g/mol
HOMO-LUMO gap = 9.89 eV
Net charge = 0

Each line ends with the natural charge from an NBO analysis.
Element x y z (Å)
O 0.26 1.58 -0.32  -0.545
C -0.01 0.51 0.58  -0.071
C -1.19 0.64 -0.21  0.004
N 0.10 -1.79 0.47  -0.759
C 0.73 -0.72 0.14  0.547
O 1.71 -0.36 -0.63  -0.692
H 1.28 0.83 -0.80  0.507
H 0.01 0.82 1.62  0.220
H -2.14 1.01 0.21  0.217
H -1.25 0.13 -1.17  0.221
H 0.50 -2.65 0.11  0.350